# 1
ORCA calculation (wB97M-V/def2-TZVPD) on the molecule CH3N5O in a non-equilibrium geometry.

Structure (XYZ):
```
10
Properties=species:S:1:pos:R:3:forces:R:3
C -0.0927 -0.2449 -0.3934 -0.72 4.33 0.45
H 1.9571 1.1071 0.4587 0.63 -1.11 -0.35
H 3.0632 -0.3625 0.3830 -3.29 2.23 -1.50
H -2.3711 -0.8101 0.9581 -0.85 2.17 -3.72
N 2.2678 0.2953 -0.1197 -0.55 -1.94 0.44
N 1.0602 -0.5630 -0.3956 7.53 -0.42 1.06
N -0.6955 1.1707 -0.3428 -2.97 -2.36 0.45
N -1.9479 0.9976 -0.1596 3.49 -1.24 -0.11
N -2.2587 -0.4218 -0.1696 -0.10 -1.67 4.33
O -0.9823 -1.1683 -0.2192 -3.16 0.01 -1.05
```
Forces are in eV/Å.

## Properties
**E**: -10577.1717 eV
**E_HOMO**: -9.0 eV
**Kohn-Sham gap**: 8.5 eV
**Net charge**: 0
**SMILES**: N/N=c1\nn[nH]o1



# 2
ORCA calculation (wB97M-V/def2-TZVPD) on a cluster of 14 separate species, C25H56Cl10N6O21 in total in a non-equilibrium geometry.

Structure (XYZ):
```
118
Properties=species:S:1:pos:R:3:forces:R:3
Cl -5.9634 -0.7115 -2.2519 -0.20 0.43 -0.22
C -4.2681 -0.5233 -1.7869 0.86 -0.38 0.26
C -3.3645 0.1634 -2.7908 0.00 0.25 -0.86
Cl -3.6793 1.9230 -2.9942 -0.18 0.02 0.26
H -3.9495 -1.5587 -1.6663 0.37 0.13 0.02
H -4.1760 -0.0485 -0.8101 -0.42 0.07 -0.12
H -3.4542 -0.2208 -3.8068 -0.28 -0.27 0.18
H -2.3006 0.1174 -2.5578 -0.18 -0.23 0.54
Cl 5.3834 1.2014 -7.1098 -0.06 0.64 -0.13
C 4.7343 -0.3217 -6.5052 -0.89 -0.17 0.66
C 4.1755 -0.1446 -5.0539 1.06 -0.52 -0.28
Cl 3.4989 -1.6844 -4.4864 -0.10 -0.69 -0.06
H 5.5671 -1.0130 -6.6339 -0.23 -0.18 0.77
H 3.9377 -0.6805 -7.1569 -0.02 0.28 -0.05
H 3.3550 0.5484 -4.8679 0.40 0.33 -0.72
H 4.9947 0.0417 -4.3594 -0.04 0.36 -0.17
Cl 4.6229 2.4408 1.4926 0.03 0.47 -0.20
C 3.4493 2.8976 2.7600 -0.65 -1.49 0.53
C 2.2197 1.9295 2.6657 1.59 -0.08 0.22
Cl 2.7253 0.1529 3.0381 -0.50 1.81 -0.26
H 3.1501 3.9439 2.6998 -0.01 -0.12 -0.45
H 3.9877 2.7584 3.6975 -0.16 -0.03 -0.02
H 1.8434 1.9592 1.6431 -0.23 -0.29 0.29
H 1.4812 2.2304 3.4088 -0.01 -0.23 -0.15
Cl -0.2681 4.4501 0.8639 0.70 -0.48 0.75
C -1.3594 4.7140 -0.5271 0.27 1.23 1.89
C -1.2812 6.2582 -0.7661 -0.24 -1.90 -1.77
Cl -1.7945 7.4187 0.4793 0.04 -0.64 -0.24
H -2.3212 4.3617 -0.1545 -0.11 0.17 -0.46
H -0.9455 4.0696 -1.3027 -0.29 0.53 -0.36
H -1.9268 6.3357 -1.6409 -0.04 0.85 0.00
H -0.2525 6.4626 -1.0629 -0.16 0.30 0.18
Cl 7.3397 -0.4471 -2.6258 0.11 0.43 0.13
C 6.5896 0.4237 -1.2486 -0.08 0.08 0.37
C 5.3164 -0.3258 -0.8452 -0.25 0.70 -0.78
Cl 5.7460 -1.9232 -0.2761 0.16 -0.79 0.71
H 6.4849 1.4798 -1.4973 -0.70 -0.17 -0.54
H 7.3006 0.5059 -0.4266 0.08 -0.72 0.04
H 4.6690 -0.5340 -1.6970 0.17 0.38 -0.21
H 4.6908 0.1907 -0.1172 0.38 0.00 0.24
C -0.3466 -2.3669 2.2447 -0.79 -1.06 0.72
N -1.7583 -3.0025 2.0916 0.08 1.13 -1.73
O -2.1438 -3.8350 2.8703 0.46 -0.13 0.52
O -2.4339 -2.6269 1.1294 0.73 0.04 0.67
H 0.2266 -2.4173 1.3190 -0.53 -0.07 -0.01
H 0.1003 -2.9956 3.0148 0.15 0.30 -0.06
H -0.4559 -1.3332 2.5728 -0.22 -0.23 -0.11
C -1.8166 6.0232 3.8563 -0.79 -0.28 -0.55
N -2.5125 4.6993 3.6640 -1.58 -2.66 -1.07
O -2.3432 3.7864 4.4800 0.20 1.85 -0.83
O -3.2321 4.4998 2.6306 2.11 1.50 2.63
H -1.9894 6.4553 2.8706 0.74 0.38 0.30
H -0.7949 5.8576 4.1983 -0.08 -0.22 -0.55
H -2.2918 6.6243 4.6315 -0.44 -0.37 -0.05
C 4.0901 3.8348 -2.4380 -0.08 1.60 -0.28
N 2.9245 2.9759 -2.2696 -0.84 -0.83 0.25
O 2.9493 1.8117 -2.5461 1.53 -1.85 -0.88
O 1.9186 3.4542 -1.8333 -1.04 1.84 0.82
H 4.6483 3.6175 -3.3487 0.02 -0.45 0.39
H 4.6585 3.8742 -1.5087 0.10 -0.45 -0.17
H 3.6156 4.8103 -2.5437 0.37 0.12 -0.06
C 3.6340 -4.8908 0.9767 -0.30 -0.85 -0.52
N 2.7899 -3.7967 1.4695 1.26 1.20 -0.87
O 2.6778 -3.7027 2.6643 -0.73 0.13 0.46
O 2.4719 -2.9551 0.6362 -0.48 -0.49 0.54
H 4.5839 -4.4469 0.6786 0.04 -0.06 0.43
H 3.1881 -5.2788 0.0609 -0.09 -0.09 0.25
H 3.6699 -5.6383 1.7691 0.35 0.11 -0.28
C -0.9342 1.1725 4.9780 -0.30 1.09 0.34
N -2.3467 0.7750 4.7825 0.93 -0.95 -0.11
O -3.2446 1.3208 5.3439 -0.70 0.73 0.61
O -2.4490 -0.2003 4.0787 -0.61 -0.86 -1.02
H -0.4087 0.2595 5.2576 0.10 0.38 0.05
H -0.9738 1.9846 5.7039 0.46 -0.31 0.15
H -0.5905 1.5821 4.0281 0.03 -0.28 0.00
C 2.4703 -4.5131 -2.4180 -0.24 0.34 0.06
N 1.4915 -4.4191 -3.5836 0.57 -2.83 -0.98
O 0.8792 -3.4112 -3.7721 -0.09 1.16 0.39
O 1.3459 -5.4354 -4.2897 0.56 1.26 1.33
H 1.8730 -4.6307 -1.5139 -0.22 0.05 -0.15
H 3.0170 -3.5749 -2.3234 -0.18 0.02 -0.23
H 3.1640 -5.3485 -2.5127 -0.38 0.04 -0.47
C 1.3426 -0.7444 -1.7579 0.90 0.92 -0.77
O 0.3798 0.3060 -1.5699 -0.93 -0.61 1.92
C -0.0324 0.4879 -0.2911 -0.29 0.23 1.80
O 0.4984 0.0973 0.7899 -2.03 1.46 -4.40
O -1.2066 1.2657 -0.4074 2.94 -2.96 -0.07
C -2.0138 1.3824 0.7344 -0.72 2.70 1.00
H 2.2546 -0.3946 -1.2739 0.07 -0.61 0.21
H 1.5265 -0.7242 -2.8321 -0.06 -0.11 0.13
H 1.0294 -1.7527 -1.4872 -0.24 0.31 0.45
H -1.8476 2.4345 0.9659 -0.67 0.26 0.42
H -1.8066 0.9439 1.7106 0.51 -1.18 -0.69
H -3.0613 1.2933 0.4465 0.13 -0.39 0.02
C -1.5580 -3.4256 -1.9289 0.19 -1.09 -1.89
O -0.8333 -4.0956 -0.9149 -0.04 0.23 0.85
C -0.9718 -5.4131 -0.7132 -0.63 -0.39 -1.04
O -1.6514 -6.2107 -1.3332 0.88 1.20 0.97
O -0.1259 -5.6699 0.2893 -0.42 0.37 0.66
C 0.0159 -6.9759 0.7908 0.33 -1.29 0.11
H -2.6382 -3.5715 -1.9279 0.05 0.18 0.70
H -1.2191 -3.8971 -2.8514 -0.27 0.13 -0.33
H -1.2303 -2.3903 -2.0233 -0.18 -0.08 0.70
H 0.5855 -6.9085 1.7177 0.61 0.21 -0.45
H 0.4648 -7.5774 0.0004 0.41 -0.18 0.32
H -0.8329 -7.5616 1.1437 -0.93 0.77 -0.54
C -8.2246 -0.7664 0.9281 0.31 0.28 -0.51
O -7.6341 0.0053 2.0108 -0.25 -0.58 -0.96
C -6.7186 0.9830 1.7700 -0.35 -0.85 -3.81
O -6.2458 1.3367 0.6799 -1.00 -0.97 1.84
O -6.4696 1.4873 2.9046 1.27 1.86 3.43
C -5.6052 2.6694 2.9687 -0.45 -0.20 -1.65
H -8.4893 -0.1421 0.0747 0.09 0.26 0.17
H -9.1244 -1.2818 1.2639 0.08 0.47 0.59
H -7.5936 -1.5621 0.5319 0.57 0.24 0.31
H -6.1495 3.4448 2.4296 0.02 0.24 0.21
H -4.7214 2.4904 2.3565 0.09 -0.13 0.45
H -5.3726 2.9972 3.9819 -0.26 -0.74 -0.05
```
Forces are in eV/Å.

## Properties
**E**: -203977.5077 eV
**E_HOMO**: -10.0 eV
**Kohn-Sham gap**: 9.5 eV
**Net charge**: 0



# 3
ORCA calculation (wB97M-V/def2-TZVPD) on the molecule C3H6NOP in a non-equilibrium geometry.

Structure (XYZ):
```
12
Properties=species:S:1:pos:R:3:forces:R:3
C -0.3138 -0.4222 -0.5874 -1.15 0.62 4.12
C -0.8488 0.9263 0.0351 -2.39 -2.45 -2.41
C 0.6520 -1.1813 0.4107 1.11 2.53 0.75
N -0.0126 2.0575 0.1678 2.97 0.72 -0.86
O 1.1839 1.8533 -0.1001 -2.80 0.27 0.49
P 2.4521 -0.9089 -0.1445 -0.85 -0.41 0.38
H -1.2404 -1.0923 -0.6762 1.50 1.12 -0.81
H 0.3106 -0.1321 -1.3805 -0.04 -0.13 -1.94
H -1.8784 1.0621 -0.5100 2.02 1.01 0.55
H -1.2590 0.8380 1.0114 -0.13 -0.51 1.38
H 0.6265 -0.8398 1.5439 -0.45 -0.88 -2.27
H 0.3279 -2.1606 0.2297 0.20 -1.89 0.64
```
Forces are in eV/Å.

## Properties
**E**: -16028.4194 eV
**E_HOMO (alpha / beta)**: -8.0 / -7.9 eV
**Kohn-Sham gap (alpha / beta)**: 7.1 / 7.1 eV
**Net charge**: 0



# 4
ORCA calculation (wB97M-V/def2-TZVPD) on a cluster of 3 separate species, C4H14N2O2 in total in a non-equilibrium geometry.

Structure (XYZ):
```
22
Properties=species:S:1:pos:R:3:forces:R:3
C 2.3169 1.0601 0.0434 -0.34 -0.06 -0.23
C 1.1209 1.5337 -0.8392 0.10 -0.23 0.83
C 0.0665 0.4826 -0.8558 0.73 -0.58 -0.90
C -1.0962 0.6164 -0.1050 -0.91 -0.13 -0.45
N -2.1713 -0.2082 -0.3178 0.55 0.94 0.35
N 0.2726 -0.5882 -1.6295 -0.39 0.19 0.45
H 3.0716 1.8397 0.0537 0.10 0.02 0.03
H 2.7568 0.1428 -0.3709 -0.08 0.27 0.09
H 2.0202 0.8522 1.0730 -0.05 0.07 -0.08
H 1.5187 1.7231 -1.8387 -0.36 0.16 -0.01
H 0.6201 2.4087 -0.4197 0.57 0.29 -0.22
H -1.1990 1.4449 0.5781 0.02 -0.19 0.25
H -3.0180 0.0623 0.1740 0.07 -0.19 -0.20
H -2.3009 -0.5023 -1.2782 -0.17 -0.27 0.08
H 1.0602 -0.5929 -2.2509 0.28 -0.08 -0.08
H -0.1483 -1.4872 -1.4280 -0.05 -0.02 -0.05
H -1.1807 -0.7283 2.0999 0.12 0.33 0.86
H -0.0069 -0.0473 2.7464 0.16 0.04 0.32
O -0.9678 -0.0090 2.7303 -0.19 -0.54 -0.96
H -1.1830 -1.9667 0.4178 -0.42 0.21 -0.03
H -1.0409 -3.4159 0.8024 0.47 0.18 -0.01
O -0.5116 -2.6202 0.6146 -0.22 -0.41 -0.03
```
Forces are in eV/Å.

## Properties
**E**: -11443.3928 eV
**E_HOMO (alpha / beta)**: -13.3 / -15.0 eV
**Kohn-Sham gap (alpha / beta)**: 10.3 / 8.8 eV
**⟨S²⟩**: 0.7552
**Net charge**: +1
**2S+1**: 2



# 5
ORCA calculation (wB97M-V/def2-TZVPD) on a structure of composition C16H53BGaNO11PS7 in a non-equilibrium geometry.

Structure (XYZ):
```
91
Properties=species:S:1:pos:R:3:forces:R:3
C -4.6208 2.3249 3.3485 -0.16 0.19 0.05
C -3.5304 2.3924 2.3008 0.29 0.17 -0.21
O -2.6391 1.2990 2.2812 0.03 0.38 0.04
B -3.1031 0.0046 2.4907 0.45 -0.23 0.50
O -3.6453 -0.5896 1.3760 -0.70 -0.17 -0.29
Ga -2.8908 -1.0399 4.3325 -0.24 0.19 0.05
P -0.8463 -0.3760 5.3635 -0.85 -1.11 0.50
N -0.3811 -1.2631 6.5684 -0.21 0.04 0.30
O 0.3363 -0.3480 4.2751 0.88 0.62 -0.64
O -0.9411 1.2037 5.8327 0.06 0.41 -0.09
H -5.0443 3.3245 3.4551 -0.09 0.09 0.03
H -4.2312 2.0167 4.3152 0.04 -0.11 0.04
H -5.4340 1.6631 3.0577 0.04 -0.23 0.06
H -3.9861 2.5338 1.3136 -0.04 -0.04 -0.11
H -2.9250 3.2799 2.4962 0.11 0.05 -0.04
H -4.1177 -1.3647 1.7176 0.16 -0.24 -0.24
H -2.9345 -2.6023 4.2074 0.29 -0.18 0.05
H -4.0518 -0.5652 5.3470 0.10 0.14 0.08
H -0.1803 -0.6864 7.3796 0.32 -0.16 0.04
H 0.2121 0.2780 3.5463 -0.04 -0.04 0.04
H -1.5782 1.1913 6.5580 -0.03 0.21 -0.05
C 0.6671 4.0521 1.4192 0.04 0.10 0.10
S 0.6969 2.2652 1.2816 -0.39 -0.05 -0.19
O 1.7590 1.7731 2.1982 0.20 -0.09 0.10
C 1.3772 2.2383 -0.3791 0.12 -0.02 -0.02
H 0.3197 4.2895 2.4224 -0.01 0.00 0.01
H 1.6732 4.4411 1.2621 0.01 -0.01 0.00
H -0.0264 4.4545 0.6813 -0.02 0.00 0.00
H 2.3249 2.7744 -0.4095 0.03 -0.01 -0.02
H 0.6648 2.6883 -1.0714 -0.03 -0.02 0.02
H 1.5356 1.1935 -0.6434 -0.01 -0.02 -0.01
C 5.4993 1.2865 -1.4308 0.00 -0.09 0.01
S 5.4928 3.0351 -1.8062 -0.01 0.09 -0.01
O 4.0890 3.5114 -1.6378 -0.04 0.03 0.01
C 5.7354 2.8530 -3.5708 0.09 -0.03 -0.10
H 5.3217 1.1669 -0.3663 -0.02 -0.02 0.15
H 4.7140 0.7989 -2.0101 0.00 0.02 0.01
H 6.4772 0.8725 -1.6724 0.02 -0.01 -0.02
H 4.9352 2.2418 -3.9849 0.00 0.00 0.00
H 6.7005 2.3857 -3.7619 0.01 0.00 -0.03
H 5.7127 3.8435 -4.0196 -0.01 0.02 0.03
C 3.3093 -0.0630 -5.9713 -0.07 -0.02 0.03
S 4.6900 0.0709 -7.1110 -0.05 -0.12 -0.04
O 5.6105 1.0858 -6.5424 0.12 0.14 0.10
C 3.7759 0.8866 -8.4229 -0.06 0.01 -0.05
H 3.6884 -0.5102 -5.0549 0.01 -0.01 0.01
H 2.9142 0.9316 -5.7656 0.01 0.02 0.00
H 2.5419 -0.7053 -6.4029 -0.01 -0.01 0.01
H 3.3474 1.8119 -8.0394 0.01 0.01 0.02
H 2.9965 0.2192 -8.7900 0.00 0.00 -0.02
H 4.4812 1.1050 -9.2213 0.02 0.00 -0.01
C 3.9132 -0.0396 3.7723 0.01 -0.02 0.06
S 5.0371 1.0885 2.9629 -0.14 0.16 -0.17
O 6.0492 0.2648 2.2311 0.07 -0.06 -0.07
C 5.8507 1.6859 4.4466 0.01 -0.04 0.10
H 3.3405 -0.5395 2.9961 -0.04 0.02 0.00
H 4.4875 -0.7629 4.3510 0.01 0.00 0.00
H 3.2256 0.5214 4.4036 -0.06 -0.02 -0.04
H 6.3128 0.8474 4.9676 0.00 -0.02 -0.01
H 5.1132 2.1769 5.0804 0.00 0.01 0.01
H 6.6109 2.4002 4.1384 0.01 0.00 -0.02
C -3.3683 -5.8779 1.8788 0.14 -0.08 0.01
S -3.6310 -4.1440 1.4949 -0.02 -0.15 -0.27
O -4.5901 -3.6422 2.5030 -0.40 0.26 0.01
C -4.6071 -4.4260 0.0095 0.18 -0.07 -0.14
H -2.8110 -5.9134 2.8123 0.00 0.00 0.02
H -4.3339 -6.3685 1.9991 -0.03 0.04 0.00
H -2.7891 -6.3425 1.0803 0.01 0.00 0.01
H -5.4835 -5.0209 0.2640 -0.01 0.03 0.07
H -3.9969 -4.9281 -0.7425 0.02 0.08 -0.03
H -4.9200 -3.4516 -0.3614 -0.02 -0.03 0.00
C 0.8289 -2.7754 -2.3381 0.07 -0.01 -0.04
S -0.5443 -3.1104 -1.2264 0.12 0.08 0.20
O -1.6260 -3.6966 -2.0629 -0.21 -0.08 -0.18
C -0.9834 -1.3987 -0.9542 -0.11 0.12 0.08
H 1.2206 -3.7336 -2.6722 0.00 -0.02 -0.01
H 0.4667 -2.2011 -3.1911 -0.03 0.00 0.00
H 1.6023 -2.2286 -1.7985 0.00 -0.01 0.01
H -1.2184 -0.9376 -1.9145 0.03 -0.04 -0.02
H -0.1600 -0.8761 -0.4674 0.00 -0.04 0.07
H -1.8586 -1.3788 -0.3042 0.00 0.03 0.07
C -4.2022 -1.1447 -2.8346 0.06 -0.01 -0.02
S -5.6519 -1.0424 -1.7805 0.06 -0.02 0.14
O -6.5918 -2.0973 -2.2440 -0.08 -0.08 -0.12
C -6.2641 0.5098 -2.4456 0.02 0.09 -0.01
H -3.6892 -2.0765 -2.6029 0.03 -0.05 0.02
H -4.5145 -1.1390 -3.8790 -0.04 0.00 0.00
H -3.5423 -0.3051 -2.6167 -0.01 0.02 0.02
H -6.4395 0.3989 -3.5157 0.00 -0.03 0.00
H -5.5365 1.2964 -2.2474 -0.01 0.02 0.02
H -7.1972 0.7342 -1.9342 -0.01 0.00 0.01
```
Forces are in eV/Å.

## Properties
**E**: -179650.6375 eV
**E_HOMO**: -4.0 eV
**Kohn-Sham gap**: 5.5 eV
**Net charge**: -1



# 6
ORCA calculation (wB97M-V/def2-TZVPD) on a cluster of 2 separate species, C4H12OS in total in a non-equilibrium geometry.

Structure (XYZ):
```
18
Properties=species:S:1:pos:R:3:forces:R:3
C -0.3930 -0.4747 1.4720 -0.01 0.32 -0.52
S 0.3240 -2.0469 1.9893 0.09 0.19 0.30
C -1.1554 -2.9846 2.4244 0.02 -0.41 -0.20
H -0.1161 0.3995 2.0584 0.07 -0.29 0.48
H -1.4717 -0.5701 1.4646 -0.17 0.06 -0.01
H -0.0711 -0.2343 0.4619 -0.05 -0.17 -0.21
H -1.5687 -3.4984 1.5566 0.03 0.03 -0.02
H -0.8508 -3.7343 3.1518 0.00 -0.03 0.01
H -1.9405 -2.3860 2.8682 0.04 0.31 0.16
C 0.2266 1.5087 -2.2461 0.16 -0.25 0.66
O 0.8443 0.4151 -2.9126 -0.05 0.29 -0.08
C 1.2192 2.3925 -1.4630 -0.18 0.55 -1.30
H -0.2608 2.1258 -2.9933 -0.03 -0.12 -0.26
H -0.5748 1.1346 -1.5898 0.19 0.04 0.00
H 1.3824 -0.0342 -2.2559 0.06 -0.16 -0.03
H 2.1965 1.9546 -1.2580 -0.32 -0.47 0.40
H 1.4774 3.2195 -2.1358 -0.02 0.10 0.28
H 0.7326 2.8132 -0.5927 0.19 0.01 0.35
```
Forces are in eV/Å.

## Properties
**E**: -17224.5335 eV
**E_HOMO**: -8.6 eV
**Kohn-Sham gap**: 9.4 eV
**Net charge**: 0
**SMILES**: CCO.CSC



- The highest E belongs to which entry?
  CH3N5O



- Among the records above, which one has the highest net charge?
  C4H14N2O2